18
Properties=species:S:1:pos:R:3:mulliken_spin:R:1 method="wB97M-V/def2-TZVPD" spin_multiplicity=2 relative_energy_kcal_mol=34.05 energy_ev=-8869.3296 charge=+2 s_squared=0.75 gap_ev="11.576 / 2.278"
O 1.40766 -1.46010 -0.28770 0.124
C 0.12181 -1.61912 0.26384 0.009
C 0.09864 -0.84932 1.59667 0.000
N 1.03755 0.33333 1.56678 0.000
C 0.41997 1.68115 1.57215 0.000
H 1.51521 -2.03531 -1.05697 -0.003
H -0.09360 -2.66281 0.51869 0.014
H -0.61774 -1.25617 -0.45863 0.023
H -0.89575 -0.48325 1.84833 0.000
H 0.47369 -1.51422 2.36439 0.004
H 1.78544 0.24750 2.25890 0.000
H 1.58707 0.25307 0.69774 0.000
H -0.05316 1.93985 2.51267 0.000
H 1.18016 2.40616 1.29282 0.000
H -0.32649 1.72618 0.77066 0.000
H -2.23738 1.31450 -5.87897 -0.019
H -3.17121 1.02557 -4.63113 -0.020
O -2.23187 0.95299 -4.95026 0.868